This record from OMol25 describes a single C4H7N3 molecule. The level of theory is ωB97M-V/def2-TZVPD.

Summary:
SMILES = [H]/N=C(\C#N)NCC
LUMO level = 0.789 eV
DFT total energy = -8731.249 eV
M = 97.1 g/mol
multiplicity = 1
energy relative to the best compared isomer or geometry (same formula, charge and spin) = 41.5 kJ/mol
net charge = 0

```
14
Properties=species:S:1:pos:R:3:forces:R:3:lowdin_charge:R:1
N -0.533579 0.260923 -0.101921 -0.069 0.073 -0.118 0.016
N -1.328062 1.504923 -3.187076 0.561 -0.239 0.935 0.158
N 1.294043 1.441390 -0.910470 -0.169 0.026 -0.195 0.133
C -0.718887 1.273786 -2.231467 -0.479 0.248 -0.869 -0.137
C 0.129824 -0.156472 1.120939 0.102 -0.018 0.087 -0.248
C 0.099936 1.010682 -1.043490 0.081 -0.030 0.136 -0.466
C 0.037852 -1.664285 1.302686 -0.037 -0.053 0.039 -0.092
H 0.554692 -1.977814 2.216136 -0.082 0.063 -0.160 0.074
H 0.494028 -2.170580 0.446439 -0.068 0.012 0.149 0.078
H -1.480335 -0.038896 -0.277955 0.167 0.067 -0.006 0.139
H -1.007764 -1.984657 1.382819 0.157 -0.002 -0.024 0.071
H 1.592260 1.968412 -1.725886 -0.066 -0.055 0.067 0.058
H 1.169378 0.162617 1.029861 -0.135 -0.038 0.047 0.100
H -0.303385 0.369969 1.979385 0.037 -0.053 -0.089 0.116
```
Positions in Å, forces in eV/Å.

---

This record from OMol25 describes a molecular structure, C14H26LaN2OSSi. The level of theory is ωB97M-V/def2-TZVPD.

Summary:
LUMO level = -14.051 eV
DFT total energy = -39505.279 eV
M = 437.4 g/mol
multiplicity = 1
net charge = +3

```
46
Properties=species:S:1:pos:R:3:forces:R:3:lowdin_charge:R:1
La -2.477823 -3.226522 -0.618768 2.136 -6.266 1.042 2.430
S 1.987374 4.387389 1.018493 -0.234 0.448 0.409 0.904
Si 0.169882 1.030976 1.666952 -0.626 0.920 1.584 0.384
O -0.541233 1.511733 0.248246 0.679 -0.737 -0.122 -0.169
N 0.319317 -0.728526 1.735639 0.548 0.303 -0.386 -0.067
N 1.674093 1.826592 1.966330 -1.079 -0.337 -0.059 0.035
C 1.702594 -1.217220 2.049231 -0.132 -1.144 -0.316 -0.219
C 0.331657 1.500966 -0.890911 -0.010 0.187 -0.062 -0.203
C -2.355959 1.087132 -2.263515 0.372 -0.507 -0.594 0.002
C 0.523900 0.748530 -3.239514 -0.076 0.121 0.685 -0.010
C 2.526811 -1.546494 0.793172 -0.291 0.194 0.650 -0.165
C 2.252774 -2.963211 0.289432 0.000 0.488 -0.344 -0.190
C -2.374689 3.627768 2.129341 0.065 0.233 -0.937 0.156
C -1.916096 -0.787889 -0.615643 0.762 1.532 0.527 -0.204
C 0.786901 -3.207417 -0.088832 -1.425 -0.517 -0.270 -0.172
C 1.716182 3.015374 1.664450 1.124 -0.355 -0.938 -0.837
C -1.040353 1.535244 3.052532 -0.435 -0.056 -0.971 -0.187
C -1.776046 2.684644 2.556057 0.276 -0.274 0.563 -0.208
C -1.392101 -0.067071 -1.897089 -0.826 -0.746 -0.126 -0.333
C 0.081113 0.317778 -1.818013 0.429 0.650 -0.874 -0.326
H -2.754035 4.384315 1.484283 -0.306 0.308 0.386 0.054
H -0.116878 1.542176 -3.616080 -0.101 -0.027 -0.117 0.096
H 2.360851 -0.789996 0.023612 0.007 -0.027 -0.117 0.103
H -0.320972 -1.102652 2.425619 0.012 0.187 0.257 0.079
H 2.515549 -3.699540 1.044820 0.181 -0.045 0.014 0.133
H -1.932643 2.050885 -2.002943 -0.196 0.069 0.338 0.104
H 0.130658 -3.004133 0.781487 0.031 0.132 0.121 0.032
H -2.455007 -0.046078 -0.013572 -0.096 -0.165 0.188 0.134
H 0.616550 -4.259417 -0.371465 0.257 -0.054 -0.132 0.080
H 2.845982 -3.128486 -0.608630 0.091 -0.282 0.032 0.133
H 0.521897 -0.092326 -3.926730 0.175 0.020 -0.149 0.097
H -1.064378 -1.184303 0.063845 -0.224 -0.287 0.006 0.067
H 1.383419 1.490178 -0.589304 0.029 -0.012 0.015 0.119
H -1.474736 -0.795891 -2.724960 0.191 -0.134 0.002 0.138
H -2.473791 1.076027 -3.344678 -0.089 0.157 -0.063 0.104
H 0.751250 -0.500905 -1.550321 -0.383 -0.325 0.261 0.115
H 1.514369 1.189214 -3.142650 0.189 -0.202 -0.291 0.108
H 0.210006 2.431305 -1.444365 -0.251 0.107 0.124 0.139
H 0.480091 -2.552031 -0.926965 0.077 0.062 -0.028 0.050
H 3.580102 -1.483217 1.061376 0.090 -0.029 -0.069 0.136
H -2.687288 -1.572248 -0.863983 -1.017 6.216 -1.008 -0.162
H -3.346956 0.940388 -1.841989 -0.046 0.215 0.163 0.096
H -1.776753 0.738319 3.192756 0.138 -0.171 0.414 0.081
H 2.235996 -0.566021 2.738080 -0.061 0.311 -0.156 0.115
H 1.589501 -2.166355 2.578618 -0.027 0.055 0.229 0.123
H -0.514516 1.768173 3.975076 0.074 -0.216 0.119 0.106
```
Positions in Å, forces in eV/Å.

---

This record from OMol25 describes 4 unconnected molecules or ions with the total composition C15H33F2N5O16P3. The level of theory is ωB97M-V/def2-TZVPD.

Summary:
LUMO level = -3.503 eV
DFT total energy = -89601.103 eV
M = 670.4 g/mol
multiplicity = 1
energy relative to the best compared isomer or geometry (same formula, charge and spin) = 0.0 kJ/mol
net charge = +1

```
74
Properties=species:S:1:pos:R:3:forces:R:3:lowdin_charge:R:1
P -4.304026 0.828186 -2.376455 -0.165 0.301 -0.404 0.337
P 4.472744 2.247792 -4.119030 0.376 -0.167 0.118 0.339
P 4.469142 -2.607230 0.578608 0.693 -0.112 0.096 0.335
F -5.903535 0.654218 2.309520 -0.327 0.956 -0.610 0.210
F -6.830357 -1.622411 5.472993 0.535 -0.709 0.438 0.208
O -5.473278 1.714457 -1.781324 -0.073 -0.124 -0.147 -0.196
O 3.454985 -1.695208 1.115138 -0.494 0.065 0.000 -0.247
O 4.176820 1.167870 -2.996900 0.070 0.136 0.122 -0.215
O 5.789603 -1.920182 0.062694 -0.141 -0.149 -0.040 -0.194
O -4.883537 -0.654290 -2.442947 0.220 0.067 0.108 -0.224
O -3.015611 0.957298 -1.695515 0.105 -0.219 0.251 -0.240
O -4.345812 1.320440 -3.870151 -0.184 0.079 0.112 -0.202
O -8.092787 0.104519 4.966193 1.545 -0.790 -0.120 0.239
O 5.093063 -3.609783 1.623744 0.112 0.045 -0.055 -0.203
O 6.037551 2.357050 -3.948522 -0.029 -0.110 0.248 -0.209
O 1.663810 -0.360937 4.059258 -0.347 0.896 -0.149 0.155
O 3.978495 -3.548068 -0.606998 -0.253 0.174 0.187 -0.220
O -0.047382 -1.707262 4.535467 -0.129 -0.027 -0.236 0.136
O -5.244685 -1.358067 2.894371 0.021 0.713 -0.102 0.245
O 4.001911 1.910747 -5.457849 -0.214 0.133 -0.130 -0.220
O 3.928191 3.626978 -3.537187 -0.041 -0.066 -0.159 -0.228
N -3.167391 1.180298 4.107006 -0.983 0.892 -1.434 0.189
N -2.414147 -0.053512 5.744081 -1.414 -0.429 0.215 0.258
N -5.817630 0.230664 4.545632 0.306 -0.454 -0.314 0.097
N -1.821959 1.353268 4.184652 0.057 0.293 -0.418 0.189
N -4.700053 -0.152079 5.315831 -0.150 0.016 -0.027 0.142
C -1.437065 0.575377 5.175208 1.678 -0.171 1.162 -0.304
C 2.909467 4.348645 -4.243356 -0.147 0.295 -0.047 -0.084
C 6.063371 -1.729139 -1.332492 0.038 0.149 -0.201 -0.063
C 0.544018 -0.674319 4.690507 -0.394 -0.699 0.251 -0.523
C 6.767569 3.448905 -4.505920 0.149 0.161 -0.086 -0.086
C -4.242735 -1.713547 -1.721860 0.028 -0.319 0.018 -0.083
C -0.046139 0.377369 5.636205 0.605 0.016 -0.805 0.028
C 3.126475 1.324460 -2.044451 -0.190 -0.130 0.108 -0.085
C 4.343402 -4.707656 2.139632 -0.067 -0.176 0.098 -0.087
C -7.024637 -0.420402 5.019400 -2.356 2.164 -0.195 -0.476
C -3.499617 0.328540 5.043251 0.340 -0.947 1.459 -0.310
C -3.701730 0.588358 -4.914264 0.102 -0.101 -0.225 -0.080
C 2.691088 -3.352231 -1.205677 -0.205 -0.131 -0.221 -0.082
C -5.619403 -0.269238 3.156898 0.206 -1.857 1.002 -0.493
C -6.480346 1.160572 -0.940091 -0.091 0.029 0.144 -0.085
H -3.187918 -1.504448 -1.556390 -0.030 0.135 0.010 0.079
H -4.334703 -2.618159 -2.318810 -0.076 0.042 -0.033 0.091
H -3.786186 1.617146 3.443119 0.312 0.415 -0.226 0.186
H 1.929562 4.116067 -3.826706 0.024 -0.069 0.008 0.088
H 1.643606 -0.867474 3.232961 0.776 -0.459 -0.131 0.133
H 3.267966 -4.527147 2.101075 0.014 0.046 -0.009 0.087
H -3.318251 1.306710 -5.633948 0.021 0.049 0.077 0.092
H 4.587361 -5.607204 1.575283 -0.055 0.049 -0.066 0.093
H 2.303175 -4.332364 -1.475002 0.092 -0.024 0.001 0.089
H -1.274354 1.937540 3.580385 -0.108 0.214 -0.339 0.203
H 2.787288 -2.750869 -2.109511 0.053 0.034 0.033 0.090
H -6.900146 0.245858 -1.356110 0.106 -0.025 -0.029 0.091
H 5.452714 -0.918219 -1.731819 0.011 -0.022 -0.019 0.078
H 2.160007 1.143302 -2.518363 -0.004 0.045 0.020 0.094
H 3.107263 5.409948 -4.107876 0.052 -0.031 0.077 0.088
H 7.735186 3.071283 -4.826652 -0.049 -0.068 -0.032 0.090
H 2.920254 4.118953 -5.306458 0.033 -0.139 0.032 0.082
H 6.927120 4.205328 -3.737654 -0.098 0.007 -0.014 0.090
H -2.876296 -0.019292 -4.541941 -0.002 0.039 0.049 0.090
H -6.058304 0.968443 0.045361 -0.081 -0.081 -0.035 0.061
H 7.111675 -1.460674 -1.423789 -0.005 0.053 0.141 0.094
H 3.139748 2.312619 -1.586733 0.039 0.047 -0.112 0.086
H 5.892580 -2.643005 -1.898536 -0.079 -0.021 0.070 0.088
H -0.113955 -0.081941 6.607971 0.124 0.080 0.423 0.142
H 1.997433 -2.873848 -0.517278 0.105 0.072 0.055 0.076
H -4.742570 -1.871250 -0.765317 -0.011 0.060 -0.003 0.083
H -7.280647 1.890446 -0.848106 0.105 0.115 -0.049 0.095
H 6.256137 3.891315 -5.361408 -0.027 -0.053 -0.005 0.091
H 0.523573 1.296273 5.631181 0.174 0.166 0.165 0.137
H -4.757160 -0.788843 6.094113 -0.263 -0.345 -0.085 0.182
H -4.433784 -0.045980 -5.412852 0.002 -0.039 0.094 0.093
H 3.281245 0.585659 -1.259798 0.054 -0.067 -0.077 0.077
H 4.642539 -4.856627 3.174310 -0.001 0.084 0.001 0.090
```
Positions in Å, forces in eV/Å.

---

This record from OMol25 describes a molecular structure, C4H9Br3NO2. The level of theory is ωB97M-V/def2-TZVPD.

Summary:
LUMO level = 2.370 eV
DFT total energy = -220001.467 eV
M = 342.8 g/mol
multiplicity = 1
net charge = -1

```
19
Properties=species:S:1:pos:R:3:forces:R:3:lowdin_charge:R:1
Br -0.728514 1.783960 -3.013566 0.298 0.377 0.208 0.562
Br 1.712384 3.848563 -3.418944 -0.120 -0.047 0.080 0.497
Br 1.128089 2.595978 -0.507885 -0.159 0.317 -0.516 0.608
O -0.014727 -2.616670 0.361512 -0.496 -0.588 2.121 -0.142
O -2.669012 -1.432551 1.252981 -0.339 -4.338 1.023 -0.300
N -2.336394 -0.453669 0.392910 2.383 3.631 -2.721 -0.310
C 0.071808 -1.340559 1.098969 1.388 1.442 -0.278 -0.380
C -0.844103 -0.213021 0.339163 -0.890 -1.140 0.520 -0.331
C 1.648368 -0.846347 0.981514 -0.288 0.878 -0.571 -0.113
C 0.356463 3.176647 -2.196601 -0.340 0.001 0.158 -1.590
H 1.659076 0.114308 0.273752 0.126 -2.143 1.616 -0.008
H -0.157789 -1.432701 2.243306 0.011 -0.082 -2.321 0.135
H 2.316102 -1.645848 0.440930 -1.297 1.367 1.318 0.072
H -2.617045 -2.280394 0.686054 -0.227 1.159 1.370 0.065
H -0.606573 0.848030 0.789914 0.156 -1.721 -0.568 0.038
H -0.509779 -0.221076 -0.800470 -0.151 0.167 2.002 0.061
H 2.075451 -0.527022 2.029960 -0.627 -0.730 -2.034 0.065
H -0.313483 4.012950 -1.971222 0.324 -0.374 -0.132 -0.028
H -0.170323 -3.370577 1.017722 0.247 1.824 -1.277 0.100
```
Positions in Å, forces in eV/Å.